# 1
C41H58N7O2 | wB97M-V/def2-TZVPD

Each line ends with the Mulliken charge.
Geometry (Å):
O (-0.7252, 5.5550, -1.2455)  -0.89
C (-0.8591, 4.3551, -0.8731)  0.26
O (-0.3091, 3.8628, 0.1410)  -0.63
C (-1.7314, 3.4092, -1.7132)  -0.21
C (-1.4501, 3.4284, -3.2221)  -1.09
C (-0.2756, 2.5138, -3.6459)  1.44
C (1.0244, 3.2879, -4.0405)  -0.84
C (2.2560, 2.7733, -3.2908)  -1.12
C (2.0867, 3.1013, -1.7796)  1.36
C (3.4391, 3.0655, -1.0135)  -1.58
C (3.4761, 1.8846, -0.0311)  -0.43
C (2.7886, 2.2806, 1.2938)  -0.82
C (2.2685, 1.0728, 2.1104)  -0.29
C (0.7409, 0.9681, 2.1942)  -1.81
C (0.0041, 0.8247, 0.8701)  0.37
N (0.4383, -0.3020, 0.0292)  0.54
C (1.2659, -1.3574, 0.2681)  -0.62
C (1.3475, -2.0925, -0.8637)  -0.77
C (0.5162, -1.4910, -1.8493)  -1.01
C (-0.0201, -0.4076, -1.2318)  -0.57
H (-1.6888, 2.4051, -1.2854)  0.00
H (-2.7674, 3.7508, -1.5854)  0.46
H (-2.3591, 3.0667, -3.7188)  0.35
H (-1.2531, 4.4284, -3.6124)  0.34
H (0.0032, 1.8787, -2.8042)  -0.89
H (-0.5855, 1.8335, -4.4576)  0.00
H (1.1083, 3.2166, -5.1283)  0.38
H (0.8729, 4.3182, -3.7070)  0.09
H (3.1730, 3.2772, -3.6107)  0.58
H (2.3527, 1.6856, -3.3936)  0.23
H (1.4656, 2.3137, -1.3515)  -0.54
H (1.6026, 4.0739, -1.7100)  0.07
H (4.2249, 2.9295, -1.7629)  0.50
H (3.5530, 4.0120, -0.4824)  0.41
H (4.5383, 1.6742, 0.1556)  0.46
H (3.0638, 0.9702, -0.4729)  0.21
H (3.5897, 2.7344, 1.8884)  0.41
H (2.0437, 3.0677, 1.1393)  0.50
H (2.7697, 0.1768, 1.7404)  0.13
H (2.6235, 1.1999, 3.1407)  0.39
H (0.4664, 0.1640, 2.8898)  0.41
H (0.3811, 1.8969, 2.6445)  0.53
H (0.0934, 1.7677, 0.3156)  -0.33
H (-1.0665, 0.6942, 1.0580)  0.54
H (1.7366, -1.5045, 1.2239)  0.75
H (1.9523, -2.9796, -0.9822)  0.38
H (0.3611, -1.8141, -2.8639)  0.53
H (-0.7164, 0.2953, -1.6593)  0.70
N (5.9775, 1.0574, 4.5117)  0.01
C (6.6510, 2.1046, 5.0798)  -0.53
C (7.2869, 2.7877, 4.0779)  -0.48
C (6.9807, 2.1290, 2.8560)  -0.32
C (6.1703, 1.0681, 3.1574)  -0.52
H (5.4257, 0.3851, 5.0109)  0.22
H (6.6195, 2.2718, 6.1430)  0.39
H (7.9016, 3.6633, 4.2048)  0.39
H (7.3160, 2.4043, 1.8699)  0.42
H (5.7145, 0.3227, 2.5276)  0.43
N (0.7125, -4.3103, 2.2301)  0.17
C (0.2442, -5.2161, 3.1414)  -0.46
C (1.2680, -6.0723, 3.4522)  -0.50
C (2.4015, -5.6618, 2.7015)  -0.67
C (2.0263, -4.5715, 1.9610)  -0.20
H (0.1769, -3.5638, 1.8201)  0.25
H (-0.7748, -5.1740, 3.4883)  0.31
H (1.2112, -6.8988, 4.1414)  0.40
H (3.3795, -6.1137, 2.7054)  0.42
H (2.5791, -3.9612, 1.2674)  0.30
N (-3.6514, -5.7330, 3.6141)  0.04
C (-3.6480, -4.3649, 3.5404)  -0.40
C (-4.6335, -3.8962, 4.3662)  -0.64
C (-5.2544, -5.0247, 4.9672)  -0.23
C (-4.6255, -6.1407, 4.4857)  -0.83
H (-3.0346, -6.3419, 3.1080)  0.24
H (-2.9477, -3.8465, 2.9074)  0.47
H (-4.8820, -2.8599, 4.5235)  0.41
H (-6.0689, -5.0172, 5.6723)  0.45
H (-4.7862, -7.1863, 4.6854)  0.49
N (-1.7343, -0.4589, -5.8633)  0.12
C (-0.6651, -0.3944, -6.7152)  -0.30
C (-1.1350, -0.5173, -7.9951)  -0.57
C (-2.5465, -0.6573, -7.9143)  -0.41
C (-2.8840, -0.6155, -6.5880)  -0.57
H (-1.6831, -0.3998, -4.8620)  0.18
H (0.3350, -0.2667, -6.3363)  0.39
H (-0.5348, -0.5062, -8.8897)  0.40
H (-3.2342, -0.7745, -8.7356)  0.39
H (-3.8404, -0.6844, -6.0982)  0.37
N (-7.4306, -9.1707, 3.3628)  -0.01
C (-7.4261, -7.8036, 3.2913)  -0.66
C (-8.4097, -7.3362, 4.1195)  -0.32
C (-9.0304, -8.4662, 4.7194)  -0.44
C (-8.4030, -9.5822, 4.2346)  -0.48
H (-6.8154, -9.7779, 2.8544)  0.20
H (-6.7261, -7.2849, 2.6591)  0.50
H (-8.6567, -6.3000, 4.2793)  0.45
H (-9.8436, -8.4587, 5.4261)  0.38
H (-8.5633, -10.6284, 4.4324)  0.38
N (0.9912, 7.7446, -2.5844)  0.18
C (1.6576, 8.7717, -1.9875)  -0.46
C (2.2283, 9.5413, -2.9722)  -0.54
C (1.8838, 8.9496, -4.2155)  -0.57
C (1.1177, 7.8437, -3.9372)  -0.37
H (0.4800, 7.0182, -2.0982)  0.32
H (1.6713, 8.8687, -0.9152)  0.39
H (2.8234, 10.4268, -2.8169)  0.38
H (2.1635, 9.2934, -5.1984)  0.39
H (0.6543, 7.1209, -4.5876)  0.37

Values from the calculation:
total charge	-1
orbital gap	7.06	eV
HOMO level	-0.193	Ha


# 2
C41H58NOP3V | wB97M-V/def2-TZVPD

Each line ends with the Mulliken charge.
Geometry (Å):
V (-1.3026, -0.3630, -0.5980)  1.28
C (-1.9542, 2.9061, 0.4700)  -0.43
C (-2.4946, 3.0014, 1.9163)  -1.26
P (-2.5254, 1.7788, 3.3112)  -0.48
C (-2.8124, 0.1082, 2.6459)  0.61
C (-3.7928, -0.0918, 1.6772)  -0.42
C (-4.2099, -1.3741, 1.3427)  -0.36
C (-3.6488, -2.4766, 1.9685)  -0.61
C (-2.6639, -2.2920, 2.9265)  -0.32
C (-2.2552, -1.0110, 3.2684)  -0.59
C (-0.7884, 1.7645, 3.8888)  0.09
C (0.2435, 0.9668, 3.3984)  0.66
C (1.5286, 1.0923, 3.9036)  -0.64
C (1.8116, 2.0302, 4.8867)  -0.58
C (0.7952, 2.8323, 5.3814)  -0.76
C (-0.4953, 2.6875, 4.8944)  -0.47
P (-0.2460, 2.2825, 0.0557)  1.60
C (0.9182, 3.4425, 0.8850)  0.27
C (2.2701, 3.0982, 0.7757)  -0.56
C (3.2632, 3.8876, 1.3296)  -0.63
C (2.9225, 5.0406, 2.0269)  -0.55
C (1.5907, 5.3998, 2.1406)  -0.88
C (0.5976, 4.6103, 1.5659)  -0.23
C (-0.1439, 2.9778, -1.6625)  0.21
C (-0.0041, 4.3478, -1.8795)  -0.59
C (0.0667, 4.8693, -3.1620)  -0.77
C (0.0083, 4.0227, -4.2614)  -0.75
C (-0.1174, 2.6558, -4.0628)  -1.06
C (-0.1909, 2.1408, -2.7745)  0.78
H (-2.0560, 3.9038, 0.0294)  0.76
H (-2.6095, 2.2555, -0.1191)  -0.26
H (-3.5350, 3.3292, 1.8245)  0.68
H (-2.0035, 3.8172, 2.4497)  0.41
H (-4.2463, 0.7588, 1.1813)  0.22
H (-4.9692, -1.5099, 0.5878)  0.33
H (-3.9647, -3.4754, 1.6955)  0.41
H (-2.2152, -3.1468, 3.4172)  0.43
H (-1.4978, -0.8840, 4.0315)  0.48
H (0.0574, 0.2397, 2.6121)  0.15
H (2.3168, 0.4626, 3.5183)  0.42
H (2.8206, 2.1319, 5.2652)  0.42
H (1.0017, 3.5580, 6.1576)  0.41
H (-1.2945, 3.2943, 5.3061)  0.41
H (2.5456, 2.1906, 0.2470)  0.20
H (4.3017, 3.5995, 1.2289)  0.44
H (3.6922, 5.6556, 2.4751)  0.39
H (1.3146, 6.3037, 2.6684)  0.44
H (-0.4242, 4.9540, 1.6182)  0.33
H (0.0516, 5.0272, -1.0355)  0.33
H (0.1732, 5.9377, -3.3000)  0.45
H (0.0680, 4.4271, -5.2636)  0.39
H (-0.1575, 1.9818, -4.9091)  0.46
H (-0.2870, 1.0669, -2.6439)  0.12
C (2.3473, -0.3056, -1.8286)  -2.16
C (2.7191, -1.5800, -1.0500)  2.86
C (3.7783, -2.3591, -1.8379)  -2.06
C (3.3554, -1.0648, 0.2523)  -2.10
P (1.1431, -2.5198, -0.5933)  -0.56
N (0.0539, -1.5037, -0.1114)  0.27
C (1.5077, -3.7295, 0.8084)  2.43
C (0.3035, -4.6849, 0.9228)  -1.95
C (1.5310, -2.9551, 2.1388)  -1.89
C (2.7857, -4.5671, 0.6963)  -1.97
C (0.5291, -3.4818, -2.1002)  2.13
C (1.3184, -4.7409, -2.4797)  -2.02
C (0.5367, -2.5347, -3.3132)  -2.10
C (-0.9444, -3.8763, -1.8900)  -1.61
H (3.2091, 0.3679, -1.8138)  0.68
H (1.5105, 0.2115, -1.3551)  0.09
H (2.0957, -0.4853, -2.8700)  0.26
H (4.6829, -1.7460, -1.9039)  0.51
H (3.4635, -2.5680, -2.8578)  0.34
H (4.0610, -3.2964, -1.3692)  0.27
H (4.1217, -0.3309, -0.0111)  0.67
H (3.8417, -1.8455, 0.8305)  0.30
H (2.6142, -0.5662, 0.8759)  0.27
H (-0.6478, -4.1531, 0.8702)  0.26
H (0.3515, -5.1793, 1.8959)  0.67
H (0.3125, -5.4637, 0.1636)  0.26
H (0.7316, -2.2156, 2.1739)  0.28
H (2.4780, -2.4549, 2.3222)  0.26
H (1.3770, -3.6679, 2.9527)  0.64
H (2.8420, -5.1421, -0.2239)  0.28
H (2.8032, -5.2807, 1.5263)  0.51
H (3.6884, -3.9669, 0.7774)  0.30
H (2.3739, -4.5528, -2.6497)  0.27
H (0.9073, -5.1364, -3.4140)  0.54
H (1.2272, -5.5281, -1.7356)  0.29
H (1.5382, -2.3068, -3.6665)  0.22
H (0.0178, -1.5969, -3.1023)  0.21
H (0.0080, -3.0318, -4.1308)  0.71
H (-1.0558, -4.7839, -1.3032)  0.31
H (-1.3913, -4.0633, -2.8701)  0.51
H (-1.5161, -3.0820, -1.4060)  0.06
C (-3.9602, 1.7706, -2.7849)  -1.27
C (-3.2398, 0.4475, -2.9269)  0.57
C (-4.1711, -0.7050, -3.2423)  -1.42
O (-2.5298, 0.1848, -1.7265)  -0.42
H (-4.5121, 2.0027, -3.6981)  0.43
H (-3.2532, 2.5794, -2.5921)  0.17
H (-4.6707, 1.7262, -1.9551)  0.28
H (-2.5045, 0.5358, -3.7371)  0.07
H (-4.9564, -0.7751, -2.4882)  0.32
H (-3.6241, -1.6486, -3.2535)  0.28
H (-4.6425, -0.5645, -4.2168)  0.39

Values from the calculation:
spin multiplicity	4
total charge	0
expectation value of S²	3.765
orbital gap (spin up / spin down)	6.40 / 8.51	eV
HOMO level (spin up / spin down)	-0.211 / -0.289	Ha
energy above the lowest of the compared OMol25 structures with the same formula, charge and spin	0.00	kcal/mol


Look up the total charge of the second one. 0